Density functional theory data (wB97M-V/def2-TZVPD) for 2 unconnected molecules or ions with the total composition C4H10O.

Last column: natural (NBO) charge in e.
CARTESIAN COORDINATES (ANGSTROEM)
C: 1.546 -1.015 -0.760  -0.2828
O: 0.902 -0.612 0.323  -0.3426
C: -0.277 -0.086 0.383  0.3308
C: -1.095 -0.062 -0.851  -0.7034
C: -0.770 0.273 1.745  -0.6619
H: 1.634 1.423 -0.899  0.0027
H: 0.989 -1.211 -1.666  0.1616
H: 2.495 -1.481 -0.539  0.1785
H: 1.174 1.857 -0.488  -0.0325
H: -1.281 -1.084 -1.226  0.2199
H: -0.563 0.464 -1.660  0.2335
H: -2.057 0.426 -0.678  0.2301
H: -1.234 1.267 1.749  0.2199
H: 0.063 0.278 2.452  0.2334
H: -1.525 -0.437 2.114  0.2130

Forces on atoms 1 to 3 (eV/Å):
0.10 -0.26 -0.31
0.11 0.00 0.33
-0.32 0.14 -0.09

## Properties
E_LUMO (spin up / spin down) = 1.07 / 1.07 eV
charge = 0
gap between HOMO and LUMO (spin up / spin down) = 8.10 / 7.83 eV
energy above the lowest of the compared OMol25 structures with the same formula, charge and spin = 95.4 kcal/mol
spin multiplicity = 1



Density functional theory data (wB97M-V/def2-TZVPD) for 3 unconnected molecules or ions with the total composition C5H14O2.

Last column: natural (NBO) charge in e.
CARTESIAN COORDINATES (ANGSTROEM)
C: -1.127 -1.674 -1.267  -0.6657
C: -0.281 -1.382 -0.074  -0.1985
C: 0.620 -2.249 0.498  0.0032
C: 1.782 -1.697 1.224  -0.6498
C: 0.449 -3.732 0.625  -0.6625
H: -1.555 -2.828 -1.076  0.2083
H: -2.012 -1.130 -0.890  0.2150
H: -0.721 -1.296 -2.332  0.2429
H: -0.366 -0.340 0.264  0.1933
H: 2.684 -2.089 0.767  0.2196
H: 1.990 -1.896 2.326  0.2099
H: 1.977 -0.577 1.255  0.2151
H: -0.335 -3.873 -0.157  0.2155
H: -0.104 -3.993 1.618  0.2267
H: 1.174 -4.486 0.335  0.2270
O: -1.666 4.400 -2.742  -0.9227
H: -1.302 4.213 -1.850  0.4626
H: -2.540 4.172 -2.638  0.4601
O: 0.653 6.675 1.732  -0.9156
H: 0.446 7.538 1.433  0.4585
H: 0.232 6.246 0.947  0.4571

Forces on atoms 1 to 3 (eV/Å):
-2.21 -1.86 1.03
2.34 -1.25 -0.18
-0.57 1.80 0.89

## Properties
E_LUMO = 0.31 eV
charge = 0
gap between HOMO and LUMO = 8.75 eV
energy above the lowest of the compared OMol25 structures with the same formula, charge and spin = 66.5 kcal/mol
spin multiplicity = 1
structure (SMILES) = CC=C(C)C.O.O



Density functional theory data (wB97M-V/def2-TZVPD) for 8 unconnected molecules or ions with the total composition C4H26N2O8.

Last column: natural (NBO) charge in e.
CARTESIAN COORDINATES (ANGSTROEM)
C: -1.594 -0.468 -3.386  -0.4166
N: -0.689 -0.363 -2.212  -0.6694
C: 0.682 -0.846 -2.383  -0.2171
C: 1.708 0.035 -1.682  -0.2323
N: 1.448 0.030 -0.260  -0.6635
C: 2.543 0.392 0.576  0.0910
O: 3.452 -0.694 0.845  -0.7531
H: -1.765 0.562 -3.711  0.1969
H: -2.489 -0.951 -3.010  0.2057
H: -1.093 -0.877 -4.261  0.1950
H: -1.013 -0.869 -1.400  0.3530
H: 0.999 -1.027 -3.414  0.1976
H: 0.791 -1.866 -1.953  0.1459
H: 2.734 -0.253 -1.907  0.1963
H: 1.517 0.990 -2.203  0.1798
H: 0.573 0.458 -0.025  0.3895
H: 3.227 1.158 0.208  0.1537
H: 2.086 0.512 1.541  0.1840
H: 3.417 -1.377 0.173  0.4596
O: -1.961 1.390 3.182  -0.9668
H: -2.536 0.630 3.292  0.4764
H: -2.387 1.939 2.517  0.4878
O: -2.644 3.920 1.383  -0.9558
H: -2.918 3.464 0.579  0.4806
H: -1.685 3.890 1.307  0.4822
O: 0.430 -3.715 -0.055  -0.9251
H: -0.079 -3.328 -0.771  0.4521
H: 1.251 -3.214 -0.057  0.4753
O: -1.144 2.202 -0.349  -0.9634
H: -1.186 1.586 -1.096  0.4891
H: -1.074 1.618 0.416  0.4681
O: 0.819 2.440 1.966  -0.9519
H: 1.574 1.971 2.332  0.4668
H: 0.120 2.073 2.527  0.4860
O: 1.457 -1.106 3.535  -0.9557
H: 0.884 -1.869 3.585  0.4776
H: 2.375 -1.370 3.628  0.4804
O: -2.631 -2.021 0.360  -0.9317
H: -2.025 -2.256 -0.344  0.4545
H: -3.174 -2.792 0.526  0.4779

Forces on atoms 1 to 3 (eV/Å):
0.91 1.21 0.97
0.81 -0.19 -0.19
1.03 -1.54 0.15

## Properties
E_LUMO = 0.07 eV
charge = 0
gap between HOMO and LUMO = 9.29 eV
energy above the lowest of the compared OMol25 structures with the same formula, charge and spin = 34.1 kcal/mol
spin multiplicity = 1
structure (SMILES) = CNCCNCO.O.O.O.O.O.O.O